13
Properties=species:S:1:pos:R:3 method="wB97M-V/def2-TZVPD" smiles="C=CN.O=CO" energy_ev=-8807.2244 de_lowest_kcal_mol=76.2 orbital_gap_ev=8.5 homo_energy_ev=-8.1582 total_charge=0
C 0.897 0.780 -1.186
C 1.133 -0.489 -1.613
N 1.926 1.772 -1.192
H -0.129 1.242 -1.026
H 0.450 -1.406 -1.435
H 2.131 -0.545 -2.263
H 2.468 2.018 -2.085
H -2.144 0.570 2.140
H 1.555 2.623 -0.856
O -1.667 -0.262 2.260
C -1.559 -0.739 1.079
O -0.609 -1.450 0.693
H -2.436 -0.528 0.558

***

14
Properties=species:S:1:pos:R:3 method="wB97M-V/def2-TZVPD" energy_ev=-22135.3512 de_lowest_kcal_mol=140.8 orbital_gap_ev="4.9 / 3.4" homo_energy_ev="-3.3588 / -2.4467" total_charge=-1
C -2.938 -0.574 0.051
C -2.130 -0.248 -1.000
C -0.933 -0.815 0.746
C 2.521 1.378 0.917
N -2.180 -0.926 1.131
N -0.844 -0.406 -0.537
O 1.900 0.046 -1.272
O 3.907 -0.656 0.000
S 2.532 -0.127 0.054
H -4.013 -0.591 0.100
H -2.355 0.070 -2.000
H 2.990 1.281 1.886
H 1.523 1.794 0.963
H 0.020 -0.224 -1.039

***

130
Properties=species:S:1:pos:R:3 method="wB97M-V/def2-TZVPD" energy_ev=-125742.7643 s_squared=2.0050 de_lowest_kcal_mol=0.0 multiplicity=3 orbital_gap_ev="6.5 / 8.1" homo_energy_ev="-8.9350 / -10.5414" total_charge=+1
Ti 1.428 0.611 -0.693
C 5.086 2.549 -3.590
C 3.916 1.631 -3.505
C 3.198 1.038 -4.519
C 2.223 0.256 -3.879
N 2.341 0.386 -2.565
N 3.409 1.213 -2.316
B 4.259 1.112 -0.976
N 3.801 2.126 0.093
N 2.517 2.124 0.573
C 2.482 3.076 1.513
C 3.736 3.672 1.648
C 4.552 3.037 0.736
C 5.995 3.272 0.445
C 1.298 3.527 2.275
C 0.716 2.755 3.275
C -0.299 3.291 4.055
C -0.749 4.585 3.834
C -0.175 5.354 2.835
C 0.850 4.828 2.068
N 4.177 -0.326 -0.422
N 2.979 -0.955 -0.217
C 3.289 -2.180 0.219
C 4.674 -2.324 0.347
C 5.205 -1.127 -0.079
C 6.637 -0.723 -0.173
C 2.335 -3.291 0.411
C 1.565 -3.746 -0.652
C 0.750 -4.863 -0.510
C 0.701 -5.534 0.700
C 1.475 -5.090 1.767
C 2.294 -3.982 1.621
C 1.203 -0.638 -4.453
C 1.004 -0.701 -5.828
C 0.033 -1.537 -6.362
C -0.746 -2.326 -5.528
C -0.544 -2.278 -4.154
C 0.422 -1.440 -3.626
H 5.163 2.957 -4.596
H 6.017 2.028 -3.363
H 4.990 3.377 -2.888
H 3.374 1.147 -5.575
H 5.389 1.360 -1.253
H 3.994 4.459 2.335
H 6.364 4.072 1.084
H 6.154 3.568 -0.593
H 6.597 2.384 0.629
H 1.078 1.751 3.463
H -0.727 2.708 4.858
H -1.543 4.991 4.446
H -0.526 6.361 2.654
H 1.310 5.430 1.294
H 5.205 -3.208 0.653
H 7.267 -1.587 0.029
H 6.881 0.049 0.558
H 6.886 -0.341 -1.162
H 1.652 -3.257 -1.611
H 0.169 -5.213 -1.354
H 0.072 -6.407 0.816
H 1.451 -5.621 2.709
H 2.909 -3.646 2.447
H 1.605 -0.093 -6.491
H -0.111 -1.574 -7.434
H -1.497 -2.982 -5.948
H -1.137 -2.897 -3.490
H 0.556 -1.405 -2.552
C -4.763 -5.133 -0.525
C -3.611 -4.269 -0.098
C -2.998 -4.445 1.139
C -1.979 -3.607 1.558
C -1.563 -2.586 0.719
C -2.126 -2.407 -0.533
C -3.156 -3.247 -0.927
S -0.211 -1.553 1.232
O -0.108 -0.528 0.098
C -0.910 -0.747 2.645
C -0.191 -1.035 3.827
C -0.652 -0.575 5.024
C -1.802 0.244 5.074
C -2.262 0.776 6.309
C -3.321 1.630 6.345
C -3.978 2.000 5.146
C -3.575 1.489 3.950
C -2.478 0.585 3.879
C -2.049 0.024 2.639
C -2.927 0.251 1.447
C -4.195 -0.431 1.444
C -4.531 -1.410 2.413
C -5.741 -2.040 2.384
C -6.687 -1.729 1.385
C -6.395 -0.786 0.443
C -5.149 -0.114 0.454
C -4.865 0.908 -0.488
C -3.668 1.545 -0.473
C -2.672 1.172 0.469
S -1.165 2.143 0.491
O -1.598 3.563 0.552
C -0.624 1.937 -1.242
C -1.257 1.175 -2.235
C -1.022 1.443 -3.568
C -0.145 2.456 -3.966
C 0.031 2.810 -5.413
C 0.539 3.151 -2.983
C 0.299 2.909 -1.633
H -4.781 -6.078 0.015
H -4.719 -5.348 -1.592
H -5.707 -4.619 -0.331
H -3.332 -5.245 1.788
H -1.516 -3.755 2.526
H -1.766 -1.623 -1.184
H -3.616 -3.103 -1.898
H 0.710 -1.634 3.772
H -0.128 -0.808 5.943
H -1.740 0.501 7.217
H -3.657 2.037 7.289
H -4.803 2.698 5.182
H -4.077 1.787 3.040
H -3.817 -1.663 3.185
H -5.976 -2.786 3.132
H -7.647 -2.229 1.375
H -7.118 -0.526 -0.321
H -5.627 1.191 -1.204
H -3.460 2.359 -1.155
H -1.956 0.399 -1.960
H -1.534 0.855 -4.321
H -0.268 1.989 -6.061
H 1.070 3.062 -5.627
H -0.579 3.677 -5.673
H 1.238 3.932 -3.259
H 0.736 3.567 -0.890